No. 1
DFT (ωB97M-V/def2-TZVPD) results for an isolated ion of composition C9H19N2Si and charge +1 at a distorted geometry.

The value obtained for the max |F| is 3.5 eV Å⁻¹. The HOMO-LUMO gap (spin up / spin down) comes out at 7.057 / 7.063 eV. The energy above the lowest of the compared OMol25 structures with the same formula, charge and spin is 629.9 kJ/mol. Its energy is -20487.2399 eV.

```
! RIJCOSX wB97M-V def2-TZVPD def2/J DEFGRID3
* xyz 1 1
C -0.427 1.123 1.360
C -0.153 -0.208 1.017
C 1.456 0.768 -0.532
C -2.021 -1.224 2.484
C 0.235 -2.302 2.435
C -1.176 -2.260 0.320
C -0.182 2.593 -2.604
C 2.305 0.824 -3.293
C -0.821 -1.450 1.557
N 0.859 -0.197 0.020
N 0.014 2.179 0.732
Si 1.573 2.072 -2.030
H -1.234 1.270 1.983
H -2.281 -2.270 2.790
H -2.012 -0.679 3.369
H -2.772 -0.639 1.907
H 1.225 -1.759 2.360
H -0.036 -2.560 3.460
H 0.428 -3.265 2.025
H -1.515 -3.223 0.839
H -1.961 -1.688 -0.193
H -0.394 -2.529 -0.355
H -0.637 3.187 -1.729
H -0.037 3.323 -3.315
H -0.882 1.852 -3.011
H 1.482 0.795 -3.930
H 3.294 1.234 -3.639
H 2.613 -0.162 -2.967
H 1.028 -1.150 -0.326
H -0.295 3.209 0.656
H 2.324 3.135 -1.390
*
```

Results of the Löwdin charge analysis, in e, for atoms 1 through 8: number 1, C, carries -0.152; number 2, C, carries -0.166; number 3, C, carries 0.076; number 4, C, carries -0.041; number 5, C, carries -0.017; number 6, C, carries -0.045; number 7, C, carries -0.196; number 8, C, carries -0.186



No. 2
DFT (ωB97M-V/def2-TZVPD) results for C9H19N5O4 as an isolated structure at a distorted geometry.

The value obtained for the max |F| is 7.2 eV Å⁻¹. The HOMO-LUMO gap comes out at 9.508 eV. The energy above the lowest of the compared OMol25 structures with the same formula, charge and spin is 689.1 kJ/mol. Its energy is -25275.8022 eV.

```
! RIJCOSX wB97M-V def2-TZVPD def2/J DEFGRID3
* xyz 0 1
C 1.451 -0.755 3.709
C 0.445 -0.741 2.423
C 2.162 -2.208 3.556
C -0.062 -0.517 -0.076
C -0.577 -1.784 -0.465
C 0.466 0.212 -1.262
C -0.473 1.071 -2.090
C 0.328 1.724 -3.043
C -1.594 2.957 -4.009
H 1.075 0.247 5.682
H -0.331 -0.639 4.885
H 1.797 0.220 3.617
H 1.168 -2.733 2.976
H 2.840 -2.152 2.683
H 2.150 -2.485 5.592
H 1.921 -0.661 0.839
H -0.807 0.262 0.320
H 0.795 -0.647 -2.156
H 1.632 0.729 -0.858
H -1.048 0.208 -2.543
H -1.209 1.805 -1.717
H 1.289 1.040 -3.404
H 0.554 2.818 -2.637
H -1.036 1.057 -4.510
H -3.299 3.707 -4.583
H -0.241 4.468 -4.033
H -1.676 5.012 -3.333
H -1.432 -1.970 1.251
N 0.772 -0.609 4.982
N 0.934 -0.471 1.157
N -0.621 1.978 -4.081
N -2.667 2.851 -4.519
N -1.069 4.270 -3.318
O -0.783 -0.960 2.643
O 2.791 -2.673 4.742
O -0.597 -2.167 -1.574
O -1.218 -2.472 0.429
*
```

Results of the Löwdin charge analysis, in e, for atoms 1 through 8: number 1, C, carries -0.302; number 2, C, carries -0.387; number 3, C, carries -0.223; number 4, C, carries -0.224; number 5, C, carries -0.595; number 6, C, carries -0.190; number 7, C, carries -0.285; number 8, C, carries -0.302



No. 3
DFT (ωB97M-V/def2-TZVPD) results for one molecule with the formula C9H19NO.

The value obtained for the max |F| is 0.6 eV Å⁻¹. The HOMO-LUMO gap comes out at 9.542 eV. As for the SMILES: CCCCNC[C@@H]1CCCO1. The energy above the lowest of the compared OMol25 structures with the same formula, charge and spin is 102.3 kJ/mol. Its energy is -13178.5526 eV.

```
! RIJCOSX wB97M-V def2-TZVPD def2/J DEFGRID3
* xyz 0 1
C -1.206 -4.112 -0.900
C -1.068 -2.878 -1.783
C -0.866 -1.609 -0.961
C -0.735 -0.366 -1.853
N -0.637 0.901 -1.159
C 0.609 1.134 -0.457
C 0.471 2.413 0.380
C 1.767 2.789 1.105
C 1.675 1.962 2.389
C 0.160 1.774 2.581
O -0.487 2.246 1.411
H -1.350 -5.004 -1.506
H -0.314 -4.250 -0.293
H -2.060 -4.010 -0.232
H -0.220 -3.007 -2.459
H -1.965 -2.769 -2.397
H 0.032 -1.721 -0.348
H -1.716 -1.473 -0.286
H 0.147 -0.462 -2.493
H -1.615 -0.305 -2.503
H -1.404 1.002 -0.499
H 0.898 0.305 0.209
H 1.400 1.267 -1.203
H 0.095 3.209 -0.269
H 1.758 3.854 1.339
H 2.652 2.562 0.517
H 2.168 0.998 2.261
H 2.129 2.467 3.239
H -0.226 2.359 3.422
H -0.095 0.721 2.751
*
```

Results of the Löwdin charge analysis, in e, for atoms 1 through 8: number 1, C, carries -0.120; number 2, C, carries -0.282; number 3, C, carries -0.220; number 4, C, carries -0.246; number 5, N, carries -0.071; number 6, C, carries -0.188; number 7, C, carries -0.334; number 8, C, carries -0.127



No. 4
DFT (ωB97M-V/def2-TZVPD) results for a 2-piece molecular cluster, C9H19NO2 overall at a distorted geometry.

The value obtained for the max |F| is 1.5 eV Å⁻¹. The HOMO-LUMO gap comes out at 9.531 eV. As for the SMILES: C[C@H]1[C@@H](N)[C@H]1O.C[C@@H]1CCOC1. The energy above the lowest of the compared OMol25 structures with the same formula, charge and spin is 277.6 kJ/mol. Its energy is -15224.3796 eV.

```
! RIJCOSX wB97M-V def2-TZVPD def2/J DEFGRID3
* xyz 0 1
C -0.596 0.850 -1.519
C 0.017 2.033 -0.827
C 1.109 2.824 -1.501
N 1.439 2.436 -2.855
C -0.245 3.450 -1.332
O -0.993 3.672 -2.498
H -0.898 1.152 -2.529
H 0.128 0.031 -1.620
H -1.478 0.476 -0.993
H 0.099 1.968 0.255
H 1.868 3.304 -0.883
H 2.271 1.871 -2.816
H 1.586 3.268 -3.398
H -0.465 4.141 -0.542
H -1.699 4.312 -2.318
C -0.515 -2.739 -0.391
C -0.497 -2.321 1.096
C 0.718 -1.634 1.725
C 0.524 -1.908 3.232
O -0.278 -3.097 3.331
C -0.642 -3.538 2.024
H 0.495 -2.574 -0.807
H -0.701 -3.805 -0.540
H -1.201 -2.144 -0.977
H -1.362 -1.650 1.291
H 1.655 -2.083 1.376
H 0.778 -0.577 1.488
H -0.023 -1.099 3.757
H 1.473 -2.078 3.747
H 0.023 -4.356 1.713
H -1.694 -3.912 2.068
*
```

Results of the Löwdin charge analysis, in e, for atoms 1 through 8: number 1, C, carries -0.073; number 2, C, carries -0.246; number 3, C, carries -0.295; number 4, N, carries 0.066; number 5, C, carries -0.285; number 6, O, carries -0.016; number 7, H, carries 0.076; number 8, H, carries 0.070



No. 5
DFT (ωB97M-V/def2-TZVPD) results for one molecule with the formula C9H19NOSi at a distorted geometry.

The value obtained for the max |F| is 3.7 eV Å⁻¹. The HOMO-LUMO gap comes out at 10.900 eV. As for the SMILES: CC(C)C[C@H](C#N)O[Si](C)(C)C. The energy above the lowest of the compared OMol25 structures with the same formula, charge and spin is 12.4 kJ/mol. Its energy is -21057.6721 eV.

```
! RIJCOSX wB97M-V def2-TZVPD def2/J DEFGRID3
* xyz 0 1
C -3.238 0.155 2.095
C -1.765 -0.092 1.792
C -1.562 -1.421 1.113
C -1.230 1.070 0.919
C 0.285 1.055 0.851
C 0.768 2.214 0.196
N 1.199 3.159 -0.328
O 0.732 -0.221 0.324
Si 1.514 -0.353 -1.150
C 0.464 0.305 -2.557
C 3.155 0.597 -1.076
C 1.898 -2.115 -1.383
H -3.374 1.090 2.617
H -3.811 0.213 1.138
H -3.670 -0.646 2.684
H -1.236 -0.113 2.764
H -0.525 -1.675 0.869
H -1.936 -2.242 1.726
H -2.107 -1.438 0.191
H -1.615 0.961 -0.096
H -1.589 2.041 1.323
H 0.715 1.046 1.873
H -0.579 0.049 -2.328
H 0.741 -0.142 -3.514
H 0.536 1.369 -2.634
H 3.697 0.283 -0.188
H 2.886 1.644 -0.968
H 3.815 0.528 -1.925
H 1.919 -2.578 -0.385
H 1.088 -2.511 -1.987
H 2.824 -2.233 -1.953
*
```

Results of the Löwdin charge analysis, in e, for atoms 1 through 8: number 1, C, carries -0.084; number 2, C, carries -0.423; number 3, C, carries -0.080; number 4, C, carries -0.115; number 5, C, carries -0.350; number 6, C, carries -0.199; number 7, N, carries 0.200; number 8, O, carries -0.211



No. 6
DFT (ωB97M-V/def2-TZVPD) results for one molecule with the formula C9H19O4P at a distorted geometry.

The value obtained for the max |F| is 7.2 eV Å⁻¹. The HOMO-LUMO gap (spin up / spin down) comes out at 7.913 / 7.912 eV. The energy above the lowest of the compared OMol25 structures with the same formula, charge and spin is 249.6 kJ/mol. Its energy is -27116.8663 eV.

```
! RIJCOSX wB97M-V def2-TZVPD def2/J DEFGRID3
* xyz 0 1
C -1.177 -4.036 1.108
C 1.480 1.325 2.309
C 2.871 0.202 0.529
C -1.717 1.665 -3.173
C -1.706 2.258 -0.558
C -0.691 -2.626 1.424
C 1.483 0.638 0.933
C -1.084 1.523 -1.786
C 0.746 -1.290 0.064
O 1.475 0.396 -2.089
O 0.074 -2.416 0.238
O 0.630 -0.544 1.092
O -0.911 0.219 -1.382
P 0.453 -0.638 -1.834
H -1.661 -4.081 0.107
H -0.411 -4.659 1.173
H -2.054 -4.297 1.867
H 2.270 0.998 2.861
H 1.490 2.376 2.310
H 0.572 1.176 2.971
H 2.764 -0.536 -0.160
H 3.568 0.003 1.453
H 3.326 1.075 0.131
H -1.658 2.652 -3.705
H -1.247 1.017 -3.809
H -2.801 1.450 -3.049
H -2.696 2.515 -0.716
H -1.144 3.215 -0.342
H -1.767 1.661 0.334
H -0.055 -2.547 2.312
H -1.389 -1.769 1.325
H 1.064 1.223 0.001
H -0.094 1.852 -1.939
*
```

Results of the Löwdin charge analysis, in e, for atoms 1 through 8: number 1, C, carries -0.049; number 2, C, carries -0.017; number 3, C, carries -0.044; number 4, C, carries -0.030; number 5, C, carries -0.019; number 6, C, carries -0.190; number 7, C, carries -0.342; number 8, C, carries -0.522